# 1
The following is a DFT calculation (ωB97M-V/def2-TZVPD) of a structure of composition C51H54GeNO5PSSb2Zr.

Last column: Mulliken charge in e.
Positions of all 117 atoms, in Å:
Zr  -0.374  0.017  -0.495  -2.8343
O  -1.441  3.379  1.532  -0.6975
C  -1.002  2.833  0.557  -0.4040
O  -0.344  1.664  0.621  0.9094
C  -1.137  3.351  -0.853  -0.8674
P  -1.355  1.969  -2.065  2.0033
C  -2.214  2.830  -3.405  0.6565
C  -1.524  3.791  -4.144  -0.6316
C  -2.182  4.494  -5.141  -0.6812
C  -3.518  4.225  -5.413  -0.6162
C  -4.199  3.260  -4.685  -0.8425
C  -3.551  2.559  -3.677  -0.2526
C  -2.467  0.849  -1.224  0.9181
C  -3.505  1.376  -0.330  -1.9882
C  -4.485  0.605  0.163  -0.9056
C  -4.542  -0.806  -0.202  -0.8516
C  -3.748  -1.311  -1.148  -0.9357
C  -2.752  -0.496  -1.937  1.0371
H  -0.202  3.862  -1.113  0.5067
H  -1.938  4.086  -0.907  0.7020
H  -0.482  4.003  -3.932  0.4411
H  -1.651  5.252  -5.701  0.4828
H  -4.030  4.775  -6.192  0.3827
H  -5.241  3.056  -4.895  0.4312
H  -4.084  1.817  -3.096  0.3299
H  -3.481  2.425  -0.054  0.4417
H  -5.236  1.021  0.822  0.3712
H  -5.270  -1.448  0.282  0.5289
H  -3.853  -2.349  -1.452  0.5350
H  -3.201  -0.354  -2.939  0.6689
C  -1.029  0.641  3.625  -0.9834
C  0.332  0.844  4.293  -1.2847
C  1.478  1.324  3.380  -0.6439
Sb  1.883  -0.400  2.211  -0.5137
C  2.779  -1.561  3.748  0.6599
C  4.013  -1.176  4.265  -0.5815
C  4.571  -1.873  5.327  -0.6771
C  3.901  -2.959  5.877  -0.5919
C  2.677  -3.354  5.359  -0.7603
C  2.117  -2.656  4.296  -0.1137
C  3.676  -0.281  1.042  0.3181
C  4.555  0.793  0.933  -0.1761
C  5.655  0.722  0.087  -0.6005
C  5.895  -0.429  -0.651  -0.6796
C  5.040  -1.517  -0.533  -0.5939
C  3.935  -1.441  0.306  -0.5853
Sb  -1.738  -0.821  2.124  1.3777
C  -0.679  -2.699  1.529  1.0850
C  -1.203  -3.926  1.936  -0.0725
C  -0.765  -5.125  1.382  -0.9102
C  0.186  -5.136  0.374  -1.0543
C  0.685  -3.929  -0.096  -0.6588
C  0.249  -2.748  0.479  0.7793
C  -2.982  -1.842  3.521  0.1841
C  -2.371  -2.323  4.678  0.1866
C  -3.120  -2.989  5.635  -0.6881
C  -4.486  -3.171  5.447  -0.6641
C  -5.098  -2.684  4.303  -0.5925
C  -4.347  -2.020  3.339  -0.6409
H  -1.315  1.562  3.111  0.6114
H  -1.770  0.434  4.399  0.8253
H  0.623  -0.067  4.830  0.1692
H  0.192  1.600  5.071  0.5762
H  2.337  1.628  3.976  0.8150
H  1.161  2.147  2.741  0.4407
H  4.551  -0.337  3.838  0.3357
H  5.531  -1.570  5.724  0.4262
H  4.337  -3.499  6.707  0.3811
H  2.157  -4.206  5.779  0.4398
H  1.167  -2.982  3.882  0.3327
H  4.385  1.705  1.492  0.4365
H  6.315  1.574  -0.002  0.4582
H  6.748  -0.478  -1.314  0.4113
H  5.231  -2.424  -1.094  0.4711
H  3.279  -2.304  0.394  0.4544
H  -1.957  -3.964  2.710  0.3312
H  -1.176  -6.058  1.746  0.4517
H  0.527  -6.071  -0.050  0.3971
H  1.408  -3.909  -0.902  0.2993
H  0.730  -1.846  0.079  -0.4739
H  -1.306  -2.179  4.838  0.2552
H  -2.640  -3.361  6.531  0.4532
H  -5.070  -3.690  6.196  0.3810
H  -6.162  -2.819  4.157  0.4453
H  -4.833  -1.645  2.447  0.1789
C  1.109  -2.178  -3.797  -1.3369
Ge  -0.704  -1.382  -3.871  0.6837
C  -0.606  0.250  -4.943  -0.9862
C  -1.884  -2.570  -4.892  -1.3968
C  -1.383  -1.238  -2.037  -0.2342
H  1.134  -3.117  -4.352  0.4844
H  1.409  -2.397  -2.769  0.1704
H  1.861  -1.524  -4.245  0.4356
H  -0.361  -0.059  -5.962  0.5616
H  0.148  0.960  -4.606  0.1558
H  -1.564  0.769  -4.976  0.2512
H  -1.505  -2.701  -5.907  0.4007
H  -2.884  -2.136  -4.959  0.3867
H  -1.969  -3.550  -4.422  0.3790
H  -1.489  -2.288  -1.735  1.2032
N  1.698  0.385  -1.569  0.2357
C  2.046  1.809  -1.652  0.2342
C  2.087  2.406  -2.903  -0.5029
C  2.345  3.762  -3.012  -0.8302
C  2.573  4.522  -1.873  -0.0048
C  2.563  3.910  -0.627  -1.4985
C  2.297  2.553  -0.513  0.8010
S  3.036  6.255  -2.024  1.3059
O  2.489  6.856  -0.822  -0.7058
O  4.485  6.180  -2.066  -0.6925
O  2.406  6.664  -3.267  -0.7048
H  1.673  0.040  -2.527  -0.1479
H  2.462  -0.105  -1.096  -0.2283
H  1.919  1.810  -3.794  0.3150
H  2.370  4.256  -3.975  0.5468
H  2.737  4.521  0.251  0.5497
H  2.254  2.093  0.464  0.5035

The highest occupied orbital energy is -7.54 eV. The orbital gap is 6.405 eV. The electronic energy comes out at -156483.525 eV.

=====

# 2
The following is a DFT calculation (ωB97M-V/def2-TZVPD) of a structure of composition C51H56BrN6O13PS2Sn in a non-equilibrium geometry.

Last column: Mulliken charge in e.
Positions of all 131 atoms, in Å:
Sn  -0.209  0.201  -0.214  3.9146
O  4.084  3.721  0.556  -0.7091
C  3.989  3.864  -0.777  0.0091
C  5.107  4.323  -1.473  -0.6842
C  5.037  4.564  -2.831  -0.3556
C  3.852  4.359  -3.519  -1.1299
C  2.760  3.840  -2.852  0.1946
C  2.808  3.580  -1.489  0.0272
C  1.615  2.982  -0.839  -0.0304
O  0.662  2.535  -1.491  0.1631
N  1.624  3.104  0.503  -1.7844
N  0.572  2.535  1.087  1.6542
C  0.216  2.912  2.260  -1.8158
C  -1.005  2.369  2.793  1.3158
C  -1.647  2.984  3.876  -1.2253
C  -2.905  2.544  4.234  -0.6414
C  -3.449  1.455  3.566  -1.2887
C  -2.703  0.856  2.559  -0.6634
N  -1.536  1.315  2.162  1.1248
H  3.163  3.442  0.854  0.5177
H  6.028  4.486  -0.931  0.4128
H  5.913  4.928  -3.354  0.3558
H  3.789  4.594  -4.573  0.3895
H  1.845  3.602  -3.371  0.2778
H  0.745  3.695  2.815  0.1244
H  -1.169  3.808  4.385  0.5079
H  -3.460  3.046  5.017  0.4033
H  -4.424  1.070  3.822  0.6216
H  -3.058  -0.022  2.038  0.4255
O  3.598  -4.011  3.461  -0.5997
C  2.997  -2.898  2.972  0.9759
C  2.975  -2.602  1.611  -0.5481
C  2.405  -1.416  1.195  -0.7827
N  1.848  -0.551  2.030  -0.0818
C  1.842  -0.875  3.298  0.1909
Br  0.998  0.340  4.460  -0.1410
C  2.425  -1.994  3.856  -0.9113
H  3.828  -4.585  2.720  0.2999
H  3.380  -3.298  0.891  0.2328
H  2.386  -1.127  0.152  0.6576
H  2.395  -2.196  4.914  0.3934
C  -1.989  -4.422  -3.440  -1.9913
C  -1.444  -3.207  -2.689  0.5801
C  -2.485  -2.776  -1.654  -1.6137
P  0.240  -3.234  -1.837  0.8735
C  1.427  -3.103  -3.296  1.7062
C  2.850  -3.230  -2.758  -1.5046
C  1.224  -3.938  -4.554  -1.8263
C  0.545  -4.975  -1.140  1.3387
C  0.672  -6.210  -2.032  -1.6634
C  -0.511  -5.188  -0.063  -1.8384
H  -2.934  -4.135  -3.907  0.4613
H  -2.193  -5.238  -2.747  0.2969
H  -1.326  -4.788  -4.220  0.3460
H  -1.323  -2.374  -3.394  0.4758
H  -2.891  -3.640  -1.134  0.3410
H  -3.304  -2.229  -2.117  0.4776
H  -2.034  -2.127  -0.906  0.1321
H  1.299  -2.054  -3.584  -1.2179
H  3.071  -4.238  -2.400  0.2789
H  2.971  -2.530  -1.934  0.1510
H  3.572  -2.974  -3.535  0.4727
H  1.278  -5.004  -4.353  0.2271
H  2.009  -3.685  -5.268  0.4991
H  0.269  -3.714  -5.020  0.3328
H  1.505  -4.843  -0.622  0.0404
H  -0.163  -6.298  -2.717  0.1904
H  0.677  -7.100  -1.398  0.4881
H  1.599  -6.206  -2.606  0.3216
H  -1.485  -5.358  -0.511  0.1626
H  -0.576  -4.308  0.572  0.2716
H  -0.267  -6.047  0.564  0.5418
C  -1.478  7.012  -2.289  -1.9515
C  -1.804  5.773  -3.067  0.8915
C  -1.480  4.523  -2.564  -0.7811
C  -1.705  3.374  -3.305  0.7288
C  -2.224  3.494  -4.578  -0.2498
C  -2.583  4.729  -5.090  -0.6283
C  -2.402  5.864  -4.321  -0.6956
S  -2.243  2.083  -5.683  1.3116
O  -2.805  2.525  -6.943  -0.8187
O  -2.810  0.924  -5.076  -0.5163
N  -0.632  1.802  -6.049  -0.3532
C  0.368  1.722  -4.991  -0.7834
C  0.221  0.496  -4.110  1.2479
C  1.501  0.326  -3.239  -0.5071
O  2.584  0.608  -3.739  -0.8546
O  1.323  -0.155  -2.081  -0.5859
H  -1.065  6.752  -1.320  0.3464
H  -2.363  7.626  -2.136  0.4078
H  -0.746  7.610  -2.832  0.3641
H  -1.017  4.432  -1.595  0.0951
H  -1.471  2.408  -2.892  0.5627
H  -3.001  4.769  -6.086  0.5211
H  -2.709  6.832  -4.696  0.4172
H  -0.369  2.449  -6.778  0.3494
H  0.351  2.625  -4.367  0.0079
H  1.354  1.668  -5.467  0.6539
H  0.129  -0.383  -4.750  0.7296
H  -0.647  0.534  -3.455  -0.8922
O  -3.007  -3.929  1.378  -0.1602
C  -3.208  -3.381  2.605  0.5790
C  -4.380  -3.605  3.316  -0.8030
C  -4.562  -3.046  4.570  -0.6926
C  -3.563  -2.266  5.123  -0.7713
C  -2.384  -2.058  4.422  0.0203
C  -2.191  -2.602  3.163  -0.2180
C  -0.867  -2.422  2.402  -0.5882
O  0.087  -3.090  2.806  -0.6521
O  -0.873  -1.613  1.447  0.8263
H  -3.848  -4.237  1.022  0.2723
H  -5.151  -4.223  2.871  0.3625
H  -5.482  -3.234  5.109  0.3662
H  -3.702  -1.822  6.100  0.3883
H  -1.606  -1.448  4.859  0.3095
O  -6.648  1.375  -2.576  -0.7399
S  -5.923  0.992  -1.388  1.2136
O  -6.720  0.259  -0.425  -0.7293
N  -4.528  0.234  -1.718  -0.5348
C  -3.491  0.903  -1.292  -0.7368
O  -2.301  0.556  -1.430  -0.1528
C  -3.832  2.190  -0.590  0.4593
C  -2.949  3.066  0.017  1.1091
C  -3.462  4.195  0.638  -0.8961
C  -4.828  4.439  0.642  -0.8792
C  -5.713  3.550  0.038  -0.7140
C  -5.193  2.431  -0.569  -0.0501
H  -1.885  2.869  0.003  -0.1294
H  -2.792  4.890  1.128  0.5105
H  -5.216  5.326  1.124  0.4488
H  -6.777  3.733  0.040  0.4158

The highest occupied orbital energy is -3.53 eV. The orbital gap is 7.330 eV. As for the total charge: -2. The electronic energy comes out at -196191.743 eV.

=====

# 3
The following is a DFT calculation (ωB97M-V/def2-TZVPD) of a cluster of 3 separate species, C51H56F5N4O7S3 in total in a non-equilibrium geometry.

Last column: Mulliken charge in e.
Positions of all 126 atoms, in Å:
C  -0.419  1.304  -0.002  -0.7917
C  -0.790  0.506  1.348  0.0245
N  -2.144  0.804  1.902  0.2253
C  -2.415  2.268  2.025  -0.2125
C  -1.259  2.980  2.918  -1.0803
C  -3.218  0.083  1.203  -0.2188
S  -4.010  0.740  -0.116  -0.0735
S  -3.684  -1.592  1.870  0.0591
C  -4.271  -2.698  0.504  -0.7899
C  -3.189  -3.860  0.100  -0.2184
C  -1.752  -3.148  0.105  0.2093
C  -0.604  -3.877  -0.717  -0.5441
N  0.662  -4.093  -0.041  0.0298
C  1.576  -4.793  -0.971  -0.0953
C  3.066  -5.285  -0.654  -0.9433
C  4.111  -4.098  -0.380  -0.7070
C  4.484  -3.249  -1.719  0.0592
C  6.052  -2.848  -1.684  -1.0379
C  6.228  -1.472  -2.511  -0.0534
C  6.510  -1.854  -4.054  -0.7193
C  5.216  -1.446  -4.963  -0.5889
C  5.168  0.125  -5.320  -0.6894
C  4.422  1.036  -4.226  -0.3436
O  5.442  1.882  -3.598  -0.3464
C  4.816  2.756  -2.615  -0.5987
C  0.714  -4.931  -2.242  0.3142
N  1.318  -5.621  -3.378  -0.5151
N  -0.650  -4.359  -2.083  0.1600
S  -1.915  -4.365  -3.252  0.9262
O  -1.255  -4.743  -4.571  -0.6196
O  -2.893  -5.499  -2.986  -0.5397
C  -2.732  -2.726  -3.567  0.5538
F  -2.148  -1.977  -4.641  -0.2320
F  -2.810  -1.843  -2.465  -0.1396
C  -4.273  -3.010  -4.031  0.5609
F  -4.920  -1.813  -4.454  -0.2076
F  -4.245  -3.915  -5.123  -0.1835
F  -5.069  -3.513  -2.961  -0.1613
H  -1.238  1.300  -0.799  0.1103
H  -0.104  2.392  0.195  0.2508
H  0.514  0.785  -0.441  0.3101
H  -0.764  -0.625  1.095  -0.3804
H  0.058  0.680  2.103  0.4558
H  -2.467  2.833  1.032  0.1161
H  -3.405  2.496  2.580  0.3916
H  -1.013  2.344  3.854  0.2767
H  -0.272  3.040  2.314  0.2189
H  -1.533  4.060  3.170  0.3712
H  -5.242  -3.214  0.812  0.4562
H  -4.502  -2.095  -0.455  0.1870
H  -3.541  -4.258  -0.909  0.0542
H  -3.206  -4.660  0.934  0.4399
H  -1.401  -3.132  1.209  0.4480
H  -1.772  -2.040  -0.214  -0.1286
H  0.804  -3.813  0.942  0.3294
H  2.992  -5.897  0.328  0.3311
H  3.425  -6.051  -1.443  0.4336
H  3.791  -3.416  0.494  0.2987
H  5.092  -4.606  -0.028  0.4324
H  3.785  -2.345  -1.761  0.2230
H  4.350  -3.963  -2.604  0.0576
H  6.439  -2.670  -0.611  0.3791
H  6.698  -3.692  -2.134  0.3315
H  7.019  -0.771  -2.078  0.4446
H  5.229  -0.915  -2.473  -0.1397
H  7.384  -1.194  -4.409  0.3213
H  6.760  -2.968  -4.210  0.3595
H  5.321  -2.007  -5.963  0.3504
H  4.238  -1.834  -4.490  0.1660
H  6.227  0.493  -5.562  0.3235
H  4.557  0.224  -6.295  0.3126
H  3.714  1.747  -4.782  0.4434
H  3.837  0.440  -3.435  0.1988
H  3.974  3.391  -3.059  0.2715
H  5.611  3.486  -2.199  0.2442
H  4.407  2.159  -1.716  0.2061
H  1.258  -5.065  -4.244  0.2707
H  2.322  -5.801  -3.203  0.2862
C  -4.559  4.631  -4.538  -0.4947
C  -4.074  3.838  -3.500  -0.6324
C  -3.316  4.408  -2.484  -0.3925
C  -3.030  5.773  -2.508  0.1060
C  -3.494  6.563  -3.559  0.4047
C  -4.269  5.991  -4.570  -0.7207
C  -3.155  8.003  -3.623  0.5595
O  -3.563  8.695  -4.539  -0.6660
C  -2.306  8.587  -2.560  0.1866
C  -1.930  9.929  -2.636  -0.5708
C  -1.143  10.490  -1.636  -0.4636
C  -0.736  9.716  -0.551  -0.5031
C  -1.103  8.377  -0.474  -0.4694
C  -1.881  7.807  -1.484  0.1617
C  -2.237  6.373  -1.411  0.4859
O  -1.877  5.692  -0.464  -0.7072
H  -5.158  4.188  -5.327  0.3879
H  -4.290  2.774  -3.483  0.4702
H  -2.946  3.786  -1.675  0.6737
H  -4.645  6.603  -5.384  0.4716
H  -2.246  10.540  -3.477  0.4643
H  -0.848  11.533  -1.700  0.4007
H  -0.128  10.156  0.233  0.4002
H  -0.779  7.777  0.371  0.4550
C  -4.293  -1.758  6.672  -0.7803
C  -3.787  -1.803  5.375  -0.2198
C  -2.418  -1.941  5.166  0.2051
C  -1.551  -2.022  6.255  -0.1070
C  -2.055  -1.952  7.554  0.2085
C  -3.430  -1.832  7.761  -0.5813
C  -1.140  -1.987  8.717  0.5728
O  -1.580  -1.930  9.852  -0.6597
C  0.318  -2.084  8.480  0.2438
C  1.197  -2.060  9.564  -0.5744
C  2.568  -2.164  9.351  -0.4774
C  3.065  -2.301  8.057  -0.5025
C  2.194  -2.320  6.974  -0.4878
C  0.818  -2.202  7.183  0.1490
C  -0.098  -2.187  6.021  0.5251
O  0.337  -2.303  4.885  -0.7600
H  -5.362  -1.660  6.835  0.4051
H  -4.460  -1.733  4.525  0.3402
H  -2.030  -1.981  4.154  0.3819
H  -3.830  -1.790  8.769  0.4798
H  0.816  -1.956  10.575  0.4699
H  3.250  -2.140  10.196  0.4039
H  4.135  -2.390  7.893  0.3960
H  2.588  -2.423  5.968  0.4371

The highest occupied orbital energy is -10.98 eV. The orbital gap is 6.473 eV. As for the total charge: +1. The electronic energy comes out at -120165.902 eV.